No. 1
Here is a molecular structure, C36H37NP2STc in a non-equilibrium geometry from the Open Molecules 2025 dataset. Energies are from ωB97M-V/def2-TZVPD.

multiplicity: 4
Kohn-Sham gap (alpha / beta): 6.1 / 4.0 eV
electronic energy: -71008.9556 eV
total charge: +2
energy relative to the best compared isomer or geometry (same formula, charge and spin): 4.3544 eV
expectation value of S²: 3.803

Geometry as XYZ:
```
78
C36H37NP2STc ωB97M-V/def2-TZVPD
Tc 3.34 -3.19 -3.19
C 2.36 -0.21 0.71
C 3.52 -0.76 0.95
C 3.88 -1.96 1.75
C 3.42 -3.30 1.13
C 2.37 -3.47 0.16
C 1.16 -2.88 0.14
C 0.70 -2.09 1.32
C 1.02 -0.60 1.26
C 1.45 -3.67 -3.62
H 2.41 0.84 0.46
H 4.41 -0.27 0.50
H 3.55 -1.98 2.82
H 5.01 -1.96 1.80
H 4.31 -3.85 0.82
H 2.97 -3.91 1.95
H 2.51 -4.43 -0.38
H 0.49 -3.11 -0.66
H 1.14 -2.52 2.21
H -0.39 -2.24 1.39
H 0.24 -0.11 0.62
H 0.84 -0.21 2.36
H 1.01 -3.41 -4.58
H 0.63 -4.04 -2.95
H 2.16 -4.63 -3.77
P 5.38 -3.72 -3.98
P 3.81 -5.89 -3.48
C 5.96 -4.69 -2.55
C 5.21 -5.86 -2.38
C 6.84 -3.80 -5.12
C 8.14 -4.24 -4.73
C 9.25 -4.13 -5.59
C 9.12 -3.59 -6.87
C 7.85 -3.16 -7.26
C 6.74 -3.26 -6.42
C 5.51 -1.96 -3.36
C 4.36 -1.22 -3.42
C 4.39 0.11 -2.93
C 5.62 0.62 -2.51
C 6.82 -0.10 -2.59
C 6.75 -1.41 -3.05
C 4.16 -7.21 -4.73
C 5.24 -7.04 -5.62
C 5.63 -8.06 -6.48
C 4.97 -9.28 -6.52
C 3.92 -9.47 -5.62
C 3.54 -8.47 -4.72
C 2.46 -6.75 -2.59
C 1.22 -6.88 -3.25
C 0.07 -7.22 -2.55
C 0.16 -7.51 -1.18
C 1.41 -7.53 -0.55
C 2.56 -7.16 -1.25
H 6.84 -4.43 -1.99
H 5.45 -6.71 -1.72
H 8.30 -4.70 -3.75
H 10.24 -4.46 -5.27
H 9.97 -3.51 -7.54
H 7.74 -2.72 -8.26
H 5.78 -2.92 -6.78
H 3.43 -1.64 -3.90
H 3.50 0.73 -2.94
H 5.65 1.63 -2.13
H 7.78 0.35 -2.30
H 7.66 -2.01 -3.18
H 5.76 -6.09 -5.66
H 6.46 -7.90 -7.17
H 5.28 -10.07 -7.20
H 3.39 -10.42 -5.64
H 2.71 -8.70 -4.06
H 1.13 -6.61 -4.30
H -0.91 -7.21 -3.05
H -0.74 -7.65 -0.60
H 1.49 -7.79 0.51
H 3.54 -7.18 -0.76
S 0.19 0.26 -2.21
C 1.43 -0.83 -2.27
N 2.22 -1.75 -2.20
```

---

No. 2
Here is a molecular structure, C35H38FMgN3O3Si in a non-equilibrium geometry from the Open Molecules 2025 dataset. Energies are from ωB97M-V/def2-TZVPD.

multiplicity: 1
Kohn-Sham gap (alpha / beta): 5.4 / 2.6 eV
electronic energy: -63559.9797 eV
total charge: 0

Geometry as XYZ:
```
82
C35H38FMgN3O3Si ωB97M-V/def2-TZVPD
C 1.32 -0.53 -2.52
C 0.65 0.54 -3.17
C 1.26 1.76 -2.76
H -0.10 0.45 -3.97
C 2.36 1.46 -1.90
C 2.38 0.04 -1.72
H 3.15 -0.50 -1.15
H 1.18 -1.59 -2.75
H 1.04 2.75 -3.14
H 3.08 2.18 -1.50
Mg 0.51 0.68 -0.65
C -2.05 4.62 0.75
H -1.10 4.76 0.19
H -1.82 3.82 1.49
H -2.70 4.29 -0.12
Si -0.94 4.71 -3.07
C -2.59 5.17 -3.83
C -2.70 4.82 -5.21
H -1.91 4.21 -5.67
C -3.74 5.35 -5.98
H -3.76 5.14 -7.05
C -4.74 6.15 -5.40
H -5.52 6.59 -6.03
C -4.67 6.41 -4.03
H -5.45 7.02 -3.57
C -3.62 5.94 -3.24
H -3.57 6.21 -2.19
C 0.13 6.26 -2.94
C -0.22 7.41 -3.70
H -1.19 7.46 -4.20
C 0.67 8.50 -3.79
H 0.38 9.39 -4.36
C 1.90 8.51 -3.13
H 2.60 9.37 -3.24
C 2.20 7.41 -2.30
H 3.12 7.47 -1.72
C 1.33 6.31 -2.19
H 1.58 5.50 -1.49
H -0.34 3.94 -4.19
H -2.39 5.54 1.33
F 3.69 -4.13 0.88
C 2.50 -3.81 1.52
C 1.92 -2.62 1.17
C 0.62 -2.34 1.64
C 0.13 -1.01 1.48
O 0.96 -0.09 1.12
C -1.27 -0.79 1.67
C -1.96 -1.72 2.44
N -1.34 -2.84 2.96
C -1.94 -3.54 4.01
C -2.93 -2.88 4.91
C -3.41 -3.87 3.91
C -0.10 -3.25 2.44
C 0.54 -4.45 2.82
C 1.84 -4.75 2.34
N 2.40 -5.99 2.59
C 1.51 -7.12 2.46
C 1.89 -8.15 3.52
N 3.34 -8.43 3.33
C 4.27 -7.28 3.36
C 3.79 -6.27 2.33
C -2.05 0.30 0.95
O -3.25 0.37 1.21
O -1.37 1.01 0.09
H 2.43 -1.90 0.56
H -3.01 -1.59 2.69
H -1.27 -4.22 4.55
H -2.92 -3.22 5.95
H -3.15 -1.83 4.72
H -4.00 -3.44 3.10
H -3.72 -4.85 4.27
H 0.09 -5.15 3.55
H 1.59 -7.56 1.45
H 0.47 -6.80 2.60
H 1.76 -7.75 4.53
H 1.33 -9.08 3.40
H 3.65 -9.13 4.00
H 3.43 -8.81 2.39
H 5.28 -7.63 3.13
H 4.25 -6.86 4.37
H 3.91 -6.69 1.31
H 4.39 -5.36 2.40
```

---

No. 3
Here is a molecular structure, C26H31IrN2O2 in a non-equilibrium geometry from the Open Molecules 2025 dataset. Energies are from ωB97M-V/def2-TZVPD.

multiplicity: 6
Kohn-Sham gap (alpha / beta): 8.0 / 5.1 eV
electronic energy: -37348.8818 eV
total charge: +3
energy relative to the best compared isomer or geometry (same formula, charge and spin): 0.0000 eV
expectation value of S²: 8.789

Geometry as XYZ:
```
62
C26H31IrN2O2 ωB97M-V/def2-TZVPD
Ir 2.22 -1.28 0.27
C -0.15 1.13 -6.01
C -1.05 0.59 -4.89
C -1.78 -0.70 -5.35
C -2.12 1.64 -4.56
C -0.22 0.23 -3.69
C 0.82 -0.71 -3.80
C 1.53 -1.08 -2.69
N 1.29 -0.55 -1.47
C 0.33 0.40 -1.34
C -0.43 0.80 -2.42
C 0.21 0.98 0.01
C -0.70 1.95 0.38
C -0.69 2.48 1.68
C 0.32 2.04 2.55
C 1.20 1.07 2.13
N 1.13 0.53 0.90
C -1.72 3.51 2.09
C -3.12 2.92 1.82
C -1.49 4.78 1.27
C -1.63 3.84 3.59
H -0.76 1.40 -6.86
H 0.58 0.38 -6.35
H 0.41 2.01 -5.69
H -2.37 -0.48 -6.23
H -2.44 -1.08 -4.57
H -1.07 -1.49 -5.61
H -2.72 1.84 -5.45
H -1.66 2.59 -4.26
H -2.81 1.29 -3.78
H 1.07 -1.16 -4.76
H 2.33 -1.81 -2.76
H -1.18 1.56 -2.30
H -1.42 2.31 -0.34
H 0.42 2.45 3.54
H 1.99 0.72 2.78
H -3.28 2.71 0.76
H -3.88 3.63 2.13
H -3.27 2.00 2.39
H -1.64 4.61 0.21
H -0.48 5.17 1.41
H -2.19 5.56 1.60
H -1.75 2.94 4.20
H -2.43 4.53 3.86
H -0.70 4.35 3.84
C 4.39 -2.82 3.65
C 3.33 -2.95 2.62
O 3.43 -2.27 1.56
C 2.20 -3.86 2.79
C 2.18 -4.79 3.81
C 1.12 -5.71 3.96
C 0.06 -5.71 3.05
C 0.02 -4.80 2.04
C 1.08 -3.82 1.87
O 0.94 -2.98 0.93
H 5.09 -2.04 3.38
H 4.94 -3.77 3.72
H 3.95 -2.62 4.63
H 3.01 -4.83 4.51
H 1.15 -6.43 4.77
H -0.74 -6.44 3.16
H -0.80 -4.77 1.33
```

---

No. 4
Here is 3 unconnected molecules or ions with the total composition C19H36BBr4N2O3S in a non-equilibrium geometry from the Open Molecules 2025 dataset. Energies are from ωB97M-V/def2-TZVPD.

multiplicity: 1
Kohn-Sham gap: 6.8 eV
electronic energy: -321090.5470 eV
total charge: -1

Geometry as XYZ:
```
66
C19H36BBr4N2O3S ωB97M-V/def2-TZVPD
C -1.40 1.18 2.88
C -1.65 2.24 1.82
O -3.04 2.56 1.67
C -3.69 1.90 0.67
O -4.48 2.53 -0.01
C -3.47 0.42 0.45
C -4.14 -0.44 1.53
C -3.74 -1.93 1.32
B -2.71 -2.53 2.50
C -1.55 -3.50 1.82
C -0.10 -3.06 2.15
C 0.72 -2.74 0.89
C 1.77 -1.64 1.14
C 1.50 -0.34 0.40
C 2.70 0.62 0.49
C 3.46 0.92 -0.82
S 3.37 -0.36 -2.12
C 2.47 0.51 -3.34
N 2.86 0.99 -4.44
N 1.73 1.60 -4.99
C 0.79 1.45 -4.19
O 1.17 0.75 -3.08
H -1.41 0.19 2.45
H -0.45 1.32 3.38
H -2.19 1.20 3.63
H -1.16 3.17 2.10
H -1.21 1.91 0.88
H -2.42 0.17 0.32
H -3.98 0.19 -0.48
H -3.88 -0.12 2.54
H -5.22 -0.29 1.42
H -4.66 -2.50 1.31
H -3.28 -1.99 0.33
H -3.41 -3.22 3.25
H -2.22 -1.63 3.17
H -1.67 -3.56 0.74
H -1.69 -4.52 2.18
H -0.08 -2.23 2.84
H 0.39 -3.90 2.65
H 0.06 -2.44 0.08
H 1.25 -3.65 0.63
H 1.73 -1.39 2.20
H 2.80 -1.97 0.97
H 1.13 -0.50 -0.61
H 0.68 0.14 0.94
H 3.39 0.25 1.24
H 2.34 1.57 0.86
H 4.51 1.02 -0.59
H 3.15 1.86 -1.25
H -0.21 1.80 -4.25
Br 1.42 -0.88 4.85
C 2.96 0.29 4.89
C 2.68 1.55 5.65
Br 1.58 2.78 4.61
H 3.24 0.48 3.85
H 3.75 -0.28 5.38
H 3.60 2.10 5.85
H 2.15 1.38 6.58
Br 0.87 2.70 -10.64
C -0.03 1.87 -9.12
C 0.85 0.87 -8.43
Br 0.97 -0.79 -9.45
H -0.95 1.44 -9.50
H -0.26 2.69 -8.44
H 0.43 0.59 -7.47
H 1.87 1.22 -8.29
```

---

No. 5
Here is a molecular structure, C10H16N3O in a non-equilibrium geometry from the Open Molecules 2025 dataset. Energies are from ωB97M-V/def2-TZVPD.

multiplicity: 1
Kohn-Sham gap: 7.3 eV
electronic energy: -17135.2824 eV
total charge: +1
energy relative to the best compared isomer or geometry (same formula, charge and spin): 5.1275 eV

Geometry as XYZ:
```
30
C10H16N3O ωB97M-V/def2-TZVPD
C -3.52 1.21 -0.06
C -0.75 -1.20 0.43
C -2.80 0.07 -0.08
C -1.75 -1.99 0.03
C -1.77 -3.47 -0.18
C 3.33 -0.50 0.90
C -0.04 2.13 -0.33
C 1.13 1.74 -1.22
C -0.28 1.23 0.89
C 2.48 1.24 -0.51
N -4.09 2.25 -0.05
N -2.88 -1.26 -0.27
N -0.99 0.09 0.53
O 2.45 -0.06 -0.12
H 0.17 -1.58 0.75
H -1.89 -3.87 0.86
H -2.56 -3.70 -0.89
H -0.85 -4.02 -0.62
H 3.54 -1.62 0.53
H 2.83 -0.35 1.81
H 4.18 0.13 0.95
H 0.14 3.16 0.06
H -0.89 2.14 -0.84
H 1.51 2.59 -1.83
H 1.08 0.89 -1.84
H -0.85 1.86 1.49
H 0.73 1.06 1.42
H 2.68 1.91 0.26
H 3.35 1.52 -1.20
H -3.70 -1.58 -0.88
```

---

No. 6
Here is a molecular structure, C38H29BF5MnN3O5Se in a non-equilibrium geometry from the Open Molecules 2025 dataset. Energies are from ωB97M-V/def2-TZVPD.

multiplicity: 2
Kohn-Sham gap (alpha / beta): 6.2 / 6.0 eV
electronic energy: -165515.7281 eV
total charge: 0
energy relative to the best compared isomer or geometry (same formula, charge and spin): 0.9183 eV
expectation value of S²: 1.164

Geometry as XYZ:
```
83
C38H29BF5MnN3O5Se ωB97M-V/def2-TZVPD
Mn 0.99 -0.76 0.60
C -2.25 -0.84 -0.59
O -0.98 -1.43 -0.35
C -0.88 -2.79 -0.58
C -1.91 -3.58 -1.07
C -1.68 -4.93 -1.34
C -0.44 -5.49 -1.10
C 0.58 -4.72 -0.59
C 0.39 -3.36 -0.33
N 1.41 -2.52 0.13
N 2.59 -3.04 0.02
C 3.72 -2.38 0.23
C 3.78 -0.99 0.60
O 2.68 -0.34 0.79
C 5.06 -0.36 0.70
C 6.20 -1.04 0.41
C 6.18 -2.41 0.02
C 7.35 -3.09 -0.34
C 7.30 -4.41 -0.74
C 6.08 -5.09 -0.77
C 4.92 -4.44 -0.42
C 4.94 -3.09 -0.04
H -3.00 -1.23 0.10
H -2.57 -0.99 -1.63
H -2.13 0.23 -0.41
H -2.89 -3.17 -1.26
H -2.49 -5.53 -1.72
H -0.27 -6.53 -1.31
H 1.55 -5.15 -0.38
H 5.07 0.68 0.99
H 7.15 -0.53 0.46
H 8.29 -2.56 -0.33
H 8.21 -4.92 -1.03
H 6.05 -6.12 -1.08
H 3.97 -4.94 -0.46
Se -0.47 -0.58 2.55
C 0.51 -0.62 4.18
C 1.88 -0.82 4.17
C 2.55 -0.91 5.38
N 1.95 -0.80 6.55
C 0.64 -0.60 6.56
C -0.13 -0.50 5.42
H 2.41 -0.92 3.22
H 3.62 -1.07 5.41
H 0.19 -0.52 7.54
H -1.19 -0.33 5.47
C -6.13 2.98 -2.46
C -6.08 3.72 -1.12
C -6.12 5.23 -1.40
C -7.32 3.31 -0.32
C -4.78 3.39 -0.39
C -4.75 3.03 0.95
C -3.59 2.62 1.60
C -2.44 2.57 0.84
O -1.19 2.08 1.15
B -0.48 2.18 0.00
O -1.19 2.77 -1.03
C -2.44 2.98 -0.49
C -3.59 3.40 -1.12
H -7.10 3.15 -2.93
H -5.99 1.91 -2.32
H -5.37 3.34 -3.15
H -7.05 5.47 -1.93
H -5.28 5.53 -2.02
H -6.09 5.79 -0.47
H -8.21 3.48 -0.92
H -7.42 3.90 0.59
H -7.28 2.26 -0.06
H -5.66 3.05 1.53
H -3.59 2.32 2.63
H -3.55 3.71 -2.15
F 3.92 2.61 -4.55
C 3.13 2.36 -3.50
C 2.79 3.40 -2.62
F 3.25 4.63 -2.84
C 1.98 3.15 -1.52
F 1.66 4.15 -0.69
C 1.50 1.87 -1.27
O 0.73 1.56 -0.18
C 1.84 0.85 -2.17
F 1.34 -0.38 -1.89
C 2.65 1.08 -3.27
F 2.94 0.09 -4.12
```